# 1
35
Properties=species:S:1:pos:R:3:forces:R:3 method="wB97M-V/def2-TZVPD" lumo_energy_ev="4.45 / 4.45" homo_lumo_gap_ev="4.3 / 6.5" homo_energy_ev="0.11 / -2.01" spin_multiplicity=2 s_squared=0.78 charge=-2
Cl -2.876199 3.595536 0.874664 0.14 0.23 -0.22
C 0.212736 4.830705 -1.128960 0.95 -0.53 -1.36
S 0.359925 5.368890 -2.887516 1.38 -0.09 -0.93
O 1.705844 6.068110 -3.094087 -1.17 -0.29 0.59
C 0.632915 3.805427 -3.814169 0.43 -1.10 0.77
H 0.337486 5.780618 -0.609156 -0.40 -0.26 0.22
H 1.034804 4.149094 -0.910546 0.24 0.20 0.07
H -0.700250 4.257054 -0.969334 -0.47 0.58 0.25
H 0.678605 3.865553 -4.901554 -0.92 0.72 0.05
H -0.004274 3.000410 -3.448060 -0.61 0.22 -0.33
H 1.617503 3.366551 -3.652705 0.43 0.60 0.82
C 0.107593 -4.996518 3.266687 0.03 0.83 0.05
C -1.013850 -4.370130 3.881879 0.57 1.20 -1.27
C -1.484998 -3.209462 3.240187 -0.15 -0.10 2.35
C -0.930726 -2.637953 2.135516 1.35 0.86 -2.71
C 0.163402 -3.297983 1.487812 -0.51 -0.56 0.08
C 0.672092 -4.465009 2.120679 -0.52 -0.14 0.08
C 0.665203 -2.882966 0.195515 0.01 0.61 -0.07
O 1.417428 -3.623090 -0.462395 0.61 -0.39 -0.49
C 0.308598 -1.514259 -0.283734 2.22 -2.11 0.26
C 1.108054 -0.925767 -1.306463 -1.45 0.69 0.14
C 0.853723 0.397082 -1.671819 1.56 -3.04 0.14
C -0.137387 1.097229 -1.021638 0.66 0.65 -1.08
C -0.823719 0.515831 0.002039 -1.09 1.37 0.71
C -0.597522 -0.783796 0.449753 -0.71 0.59 -0.27
C -1.368074 -1.317876 1.584238 -1.02 0.23 1.42
O -2.305262 -0.645051 2.104765 1.21 -1.16 -0.61
H 0.671989 -5.781885 3.747372 -0.28 -0.37 0.18
H -1.327054 -4.614867 4.886067 -0.27 -0.22 -0.07
H -2.128659 -2.478566 3.706969 -0.82 -0.47 0.46
H 1.523021 -4.990575 1.713130 0.11 0.21 -0.31
H 1.850683 -1.463603 -1.877116 0.02 -0.43 0.41
H 1.572588 0.679218 -2.426817 -0.42 1.15 -0.31
H -0.248791 2.086109 -1.441299 -0.81 0.34 0.79
H -1.547427 1.135938 0.510099 -0.30 0.01 0.17

# 2
15
Properties=species:S:1:pos:R:3:forces:R:3 method="wB97M-V/def2-TZVPD" lumo_energy_ev=0.12 homo_lumo_gap_ev=9.8 homo_energy_ev=-9.72 spin_multiplicity=1 smiles="C[C@@H](O)C(=O)C=O.[H][H]"
C -0.960405 0.737220 -1.111608 0.06 0.01 0.02
C -0.614364 -0.573976 -0.433016 -0.07 0.11 0.02
O -0.145065 -1.492319 -1.405644 -0.12 -0.34 -0.19
C 0.580171 -0.570138 0.523498 0.28 -0.62 0.03
O 0.918372 -1.604932 1.067598 0.14 0.35 -0.46
C 1.569318 0.590827 0.493146 0.17 0.41 0.18
O 1.535911 1.599351 1.150440 -0.13 -0.60 -0.36
H -1.721776 0.547217 -1.874460 0.12 0.03 0.15
H -1.359550 1.461165 -0.393009 0.09 -0.12 -0.09
H -0.090441 1.175282 -1.610370 -0.08 -0.05 0.07
H -1.505250 -0.962679 0.084620 0.26 -0.02 0.05
H 0.216967 -2.229387 -0.885699 -0.15 -0.03 -0.39
H 2.380737 0.365805 -0.225089 0.16 0.19 0.03
H -0.503816 0.441204 2.011395 -0.27 0.21 0.49
H -0.308751 -0.235350 2.248540 -0.47 0.47 0.44

# 3
12
Properties=species:S:1:pos:R:3:forces:R:3 method="wB97M-V/def2-TZVPD" lumo_energy_ev=0.64 homo_lumo_gap_ev=8.4 homo_energy_ev=-7.78 spin_multiplicity=1
C 0.763010 -1.819599 0.084771 -0.58 2.53 -0.69
C -2.085908 0.813067 -0.096351 1.17 -0.38 0.23
C -0.377011 -1.181001 -0.080971 0.74 4.01 -0.47
C 1.271898 0.866704 0.095393 1.06 -2.59 -2.16
N -1.000267 1.392231 -0.329610 0.52 0.41 -0.19
N 0.023249 0.624807 -0.613033 1.35 -3.14 1.01
S 2.208461 -0.779470 -0.055227 -0.37 0.07 -0.29
S -2.016496 -0.956826 0.220234 -1.18 -0.57 -0.14
H 0.834986 -2.846861 0.076406 0.48 -2.06 0.41
H -2.883434 1.476695 -0.008464 -2.02 0.08 0.33
H 2.012030 1.477136 -0.426942 -0.56 0.59 0.19
H 1.249478 0.933120 1.133792 -0.61 1.05 1.76

# 4
58
Properties=species:S:1:pos:R:3:forces:R:3 method="wB97M-V/def2-TZVPD" lumo_energy_ev="-7.81 / -8.67" homo_lumo_gap_ev="6.7 / 8.2" homo_energy_ev="-14.48 / -16.92" spin_multiplicity=4 s_squared=3.76 charge=+2
W 0.261216 -0.340461 -0.066957 2.00 -0.37 0.93
C -2.496569 -2.759118 -1.177099 0.51 0.21 0.21
C -2.726072 -1.486639 -0.372733 -0.99 -0.21 -0.23
C -3.530354 -1.793392 0.877811 0.23 0.17 0.12
C -3.403402 -0.436506 -1.246241 0.40 0.11 0.19
O -1.435759 -0.913662 0.086501 -1.84 -0.32 -0.49
Ge -1.188933 1.814537 -0.361175 -0.46 1.50 -0.06
O 0.139985 1.022350 -1.491065 -0.67 1.16 0.63
C 0.863605 1.744858 -2.630251 0.55 0.12 -0.92
C 2.361549 1.676726 -2.391395 -0.27 -0.15 0.28
C 0.451314 1.034230 -3.907356 -0.22 -0.03 0.28
C 0.375089 3.181274 -2.588124 -0.25 -0.31 0.43
O 0.158890 1.321824 1.028969 -1.35 0.77 -0.46
C -0.210002 1.313331 2.482974 0.08 -0.21 1.04
C -1.565456 1.990331 2.622447 0.16 -0.01 -0.51
C -0.279541 -0.148137 2.974854 0.03 0.26 -0.18
C 0.880555 2.087233 3.205399 -0.01 0.04 -0.37
H -3.459065 -3.150895 -1.499356 -0.05 0.05 0.06
H -1.903685 -2.560927 -2.064637 0.07 -0.03 -0.15
H -2.005569 -3.519478 -0.574304 0.03 -0.09 0.01
H -4.479438 -2.243736 0.592589 -0.02 0.01 -0.02
H -2.994307 -2.500671 1.510979 -0.03 -0.01 0.01
H -3.741310 -0.887755 1.449379 -0.01 -0.01 0.01
H -4.312738 -0.846073 -1.680749 -0.02 -0.01 0.00
H -3.684057 0.446388 -0.664395 -0.05 -0.02 -0.02
H -2.737182 -0.149950 -2.067920 -0.10 -0.01 -0.05
H 2.739907 0.671730 -2.562918 0.05 -0.06 0.06
H 2.871813 2.345677 -3.083904 -0.12 0.01 -0.07
H 2.596086 2.005262 -1.379256 0.12 -0.02 0.01
H 0.600604 -0.039155 -3.810468 0.06 -0.01 -0.06
H -0.597484 1.229678 -4.135839 0.01 -0.05 -0.04
H 1.054268 1.394213 -4.739708 0.02 0.06 0.02
H 0.665260 3.658542 -1.645618 0.08 0.11 -0.08
H 0.815956 3.738956 -3.410889 -0.01 0.05 -0.01
H -0.713599 3.222598 -2.691400 0.02 0.10 -0.16
H -2.356959 1.391011 2.156263 -0.05 0.02 0.09
H -1.813477 2.117394 3.673753 0.00 -0.04 0.03
H -1.546585 2.984117 2.163655 -0.05 0.04 0.12
H -0.639220 -0.831143 2.186582 -0.03 0.11 0.59
H 0.689208 -0.482029 3.334057 0.02 -0.06 -0.06
H -0.978662 -0.222603 3.807223 -0.05 0.01 -0.04
H 0.935927 3.108581 2.826266 0.00 0.01 0.06
H 0.664490 2.127121 4.272442 -0.04 -0.05 0.00
H 1.845590 1.603868 3.059352 0.01 0.01 0.06
O 0.521356 -1.486865 -1.667274 -0.23 -0.94 -1.72
S 1.025198 -2.728209 -0.974247 0.23 -0.78 0.03
O 2.574006 -2.597759 -1.110050 0.03 -0.22 0.14
O 0.666179 -2.356420 0.430132 -0.06 -1.11 0.41
O 0.603182 -3.963779 -1.462425 0.08 -0.17 -0.20
N 3.267301 -1.001072 3.061893 -0.08 0.25 0.59
N 2.762953 -1.394328 1.849392 -0.52 0.15 -0.43
N 3.522051 -2.066112 1.003767 0.26 -0.14 0.29
C 3.234809 -1.594286 -0.282764 0.05 0.23 -0.53
N 2.338713 -0.429099 -0.118402 1.17 0.31 0.69
N 2.021110 -0.351996 1.151796 1.34 -0.27 -0.27
H 4.279056 -1.060858 3.075305 0.06 0.02 -0.17
H 2.876380 -1.548806 3.818079 -0.03 -0.14 -0.06
H 4.135819 -1.339909 -0.842941 -0.06 -0.07 -0.02

no.,E_tot (hartree)
1,-1702.20952
2,-382.83862
3,-1060.56545
4,-3855.28997